[1]
The following is a quantum chemistry calculation of C43H67FGdN4P2Si as an isolated structure at a distorted geometry, from OMol25.

Each line ends with the Mulliken spin population.
Element x y z (Å)
Gd  0.62  1.11  0.48  6.4635
C  -2.88  3.39  1.70  0.0309
Si  -1.92  2.19  0.50  0.3471
C  -3.07  0.60  0.64  0.0631
C  -4.39  0.73  0.21  -0.0007
C  -5.34  -0.26  0.43  0.0009
C  -4.96  -1.44  1.04  -0.0004
C  -3.65  -1.62  1.43  0.0097
C  -2.69  -0.62  1.24  -0.0801
P  -0.98  -0.89  1.85  0.0673
C  -0.70  -2.73  1.52  -0.0314
C  -0.13  -3.54  2.69  -0.0021
C  0.13  -4.99  2.27  0.0002
C  1.06  -5.05  1.06  -0.0001
C  0.50  -4.24  -0.11  0.0010
C  0.24  -2.80  0.31  0.0289
C  -1.07  -0.64  3.72  0.0009
C  -0.82  0.86  3.97  -0.0223
C  -1.46  1.32  5.28  -0.0003
C  -2.98  1.22  5.18  0.0001
C  -3.44  -0.07  4.49  -0.0007
C  -2.33  -1.13  4.44  -0.0008
C  -2.32  2.88  -1.28  0.0048
C  -3.35  3.81  -1.43  0.0069
C  -3.59  4.46  -2.63  -0.0010
C  -2.78  4.19  -3.72  0.0026
C  -1.77  3.25  -3.61  -0.0007
C  -1.53  2.60  -2.40  -0.0242
P  -0.23  1.30  -2.34  0.0861
C  -0.79  0.26  -3.80  -0.0078
C  -0.08  -1.10  -3.80  -0.0037
C  -0.49  -1.89  -5.04  0.0000
C  -2.00  -2.11  -5.06  -0.0001
C  -2.73  -0.78  -4.98  0.0001
C  -2.30  0.01  -3.75  -0.0004
C  1.33  2.23  -2.86  0.0106
C  1.59  2.57  -4.34  0.0003
C  2.52  1.55  -5.00  0.0001
C  3.92  1.59  -4.36  -0.0002
C  3.84  1.97  -2.88  -0.0011
C  2.53  1.45  -2.27  -0.0052
H  -3.95  3.21  1.70  0.0017
H  -2.70  4.42  1.42  -0.0001
H  -2.53  3.29  2.73  -0.0030
H  -4.69  1.64  -0.28  0.0003
H  -6.36  -0.10  0.14  0.0000
H  -5.69  -2.21  1.24  0.0001
H  -3.38  -2.56  1.90  0.0007
H  -1.65  -3.18  1.21  0.0002
H  -0.83  -3.54  3.53  0.0002
H  0.81  -3.10  3.04  -0.0002
H  -0.82  -5.49  2.04  0.0000
H  0.59  -5.52  3.11  0.0000
H  1.18  -6.09  0.75  0.0000
H  2.04  -4.66  1.32  -0.0001
H  -0.44  -4.69  -0.44  -0.0001
H  1.19  -4.27  -0.95  0.0000
H  -0.20  -2.23  -0.52  0.0033
H  1.21  -2.32  0.56  -0.0135
H  -0.22  -1.21  4.10  0.0012
H  -1.25  1.46  3.16  0.0178
H  0.26  1.06  4.00  0.0072
H  -1.17  2.35  5.48  0.0000
H  -1.10  0.71  6.11  0.0001
H  -3.36  2.08  4.61  0.0001
H  -3.41  1.30  6.18  0.0000
H  -3.77  0.14  3.47  0.0015
H  -4.29  -0.49  5.02  0.0001
H  -2.72  -2.04  3.97  0.0003
H  -2.06  -1.39  5.46  -0.0001
H  -3.98  4.03  -0.59  -0.0013
H  -4.40  5.16  -2.71  0.0002
H  -2.95  4.69  -4.67  0.0002
H  -1.19  3.02  -4.49  0.0000
H  -0.54  0.80  -4.71  0.0001
H  -0.36  -1.65  -2.90  -0.0003
H  1.01  -0.97  -3.79  0.0008
H  0.03  -2.85  -5.05  0.0000
H  -0.19  -1.34  -5.94  0.0001
H  -2.29  -2.74  -4.22  -0.0002
H  -2.28  -2.63  -5.98  0.0000
H  -3.81  -0.95  -4.95  0.0000
H  -2.51  -0.19  -5.88  0.0001
H  -2.55  -0.54  -2.84  -0.0004
H  -2.84  0.96  -3.73  0.0005
H  1.24  3.17  -2.30  0.0028
H  2.06  3.55  -4.39  0.0004
H  0.67  2.64  -4.90  -0.0003
H  2.60  1.78  -6.07  0.0000
H  2.09  0.56  -4.91  0.0000
H  4.53  2.33  -4.88  0.0000
H  4.40  0.62  -4.49  0.0000
H  3.88  3.05  -2.77  -0.0001
H  4.70  1.55  -2.35  -0.0001
H  2.54  1.60  -1.17  0.0076
H  2.44  0.38  -2.49  -0.0033
F  1.60  2.78  0.77  0.0236
C  3.72  1.33  1.91  0.0018
N  2.98  0.09  1.48  0.0264
C  3.94  -0.71  0.67  -0.0020
N  5.16  -1.02  1.39  -0.0010
C  5.80  0.23  1.79  -0.0001
N  4.92  1.02  2.64  -0.0002
C  4.58  0.25  3.83  0.0002
N  3.92  -1.00  3.46  -0.0001
C  2.72  -0.70  2.72  0.0056
C  4.83  -1.76  2.60  -0.0004
H  3.05  1.93  2.55  -0.0027
H  3.98  1.91  1.03  -0.0025
H  4.21  -0.14  -0.23  -0.0008
H  3.47  -1.65  0.37  -0.0022
H  6.05  0.81  0.89  0.0001
H  6.72  0.00  2.33  0.0000
H  3.90  0.84  4.45  0.0000
H  5.48  0.03  4.40  0.0000
H  2.05  -0.13  3.37  -0.0100
H  2.25  -1.65  2.44  -0.0022
H  4.36  -2.71  2.33  0.0001
H  5.75  -1.96  3.16  0.0000

Calculated values
HOMO-LUMO gap (spin up / spin down)   0.305 / 0.259 Eh
Spin multiplicity   8
Net charge   +1

[2]
The following is a quantum chemistry calculation of a 8-piece molecular cluster, C43H68F6NO19 overall at a distorted geometry, from OMol25.

Each line ends with the Löwdin charge.
Element x y z (Å)
C  6.95  0.93  -2.21  -0.1332
C  5.92  1.87  -3.11  -0.2005
C  6.35  2.70  -4.46  -0.0644
C  5.19  3.58  -5.24  -0.0766
C  3.59  3.65  -4.74  -0.0226
C  3.16  2.79  -3.41  -0.1135
C  1.64  2.68  -2.78  -0.1970
N  0.55  3.22  -3.68  -0.0446
C  -0.40  2.10  -4.15  -0.1571
C  -1.35  1.49  -2.97  -0.3986
O  -2.64  1.22  -3.31  -0.1689
O  -0.94  1.18  -1.59  -0.2387
C  0.41  0.97  -5.04  -0.0525
O  1.45  1.43  -5.78  0.0162
C  0.03  -0.62  -5.14  -0.0894
F  0.42  -1.11  -6.52  0.0037
F  -1.46  -0.88  -5.07  0.0080
C  0.72  -1.58  -4.00  -0.0906
F  0.39  -3.00  -4.39  -0.0017
F  0.19  -1.39  -2.63  0.0552
C  2.35  -1.50  -3.92  -0.1024
F  3.02  -1.03  -5.15  0.0518
F  2.71  -0.76  -2.68  0.0171
C  2.88  -3.06  -3.67  -0.1662
O  3.30  -3.76  -4.76  -0.0001
O  2.91  -3.71  -2.35  0.0251
C  4.35  1.95  -2.64  -0.0141
H  6.34  0.64  -1.23  0.0740
H  7.90  1.52  -1.85  0.0739
H  7.18  -0.09  -2.75  0.0805
H  7.48  2.64  -4.84  0.0806
H  5.56  4.16  -6.22  0.0733
H  2.79  4.29  -5.33  0.0863
H  1.50  1.57  -2.43  0.1106
H  1.62  3.35  -1.80  0.1451
H  0.02  4.01  -3.25  0.1099
H  -1.14  2.64  -4.92  0.1694
H  2.77  -4.70  -2.55  0.1501
H  4.05  1.33  -1.68  0.0924
O  0.21  2.96  4.75  0.0207
C  -0.70  2.76  3.95  -0.4996
O  -0.47  2.07  2.81  -0.0015
C  -1.50  1.62  1.91  -0.2185
C  -1.88  2.71  0.93  -0.0753
C  -2.06  3.35  4.18  0.0213
H  -2.36  1.23  2.46  0.1055
H  -1.08  0.77  1.35  0.1212
H  -2.29  3.59  1.44  0.0636
H  -2.62  2.35  0.21  0.0792
H  -0.99  3.06  0.38  0.0740
H  -2.06  4.39  3.83  0.1036
H  -2.27  3.34  5.26  0.0510
H  -2.87  2.80  3.71  0.0807
O  0.28  7.91  -1.71  0.0806
C  -0.63  7.71  -2.51  -0.5066
O  -0.40  7.02  -3.65  -0.0112
C  -1.43  6.57  -4.55  -0.2336
C  -1.81  7.67  -5.53  -0.0697
C  -1.99  8.31  -2.28  0.0022
H  -2.29  6.18  -4.00  0.1182
H  -1.01  5.73  -5.10  0.1191
H  -2.22  8.54  -5.02  0.0656
H  -2.55  7.31  -6.25  0.0824
H  -0.92  8.01  -6.08  0.0852
H  -1.99  9.34  -2.63  0.0958
H  -2.20  8.29  -1.20  0.0943
H  -2.80  7.75  -2.75  0.0692
O  -2.77  2.80  7.04  0.0708
C  -1.84  2.33  7.69  -0.4699
O  -1.93  2.22  9.04  -0.0036
C  -0.99  1.51  9.86  -0.2323
C  0.18  2.40  10.23  -0.0702
C  -0.55  1.96  7.02  0.0032
H  -0.68  0.57  9.39  0.1075
H  -1.52  1.23  10.78  0.1217
H  0.74  2.72  9.34  0.0699
H  0.87  1.88  10.90  0.0790
H  -0.17  3.31  10.72  0.0845
H  0.06  2.86  6.91  0.1028
H  -0.78  1.56  6.03  0.0833
H  0.01  1.19  7.54  0.0651
O  -5.38  0.96  1.90  0.0722
C  -5.45  -0.19  1.48  -0.5044
O  -5.02  -1.23  2.23  -0.0124
C  -5.24  -2.61  1.92  -0.2356
C  -4.16  -3.12  0.98  -0.0663
C  -5.92  -0.46  0.08  0.0112
H  -6.25  -2.78  1.53  0.1116
H  -5.18  -3.16  2.86  0.1196
H  -4.17  -2.59  0.02  0.0737
H  -4.29  -4.19  0.78  0.0802
H  -3.17  -2.97  1.42  0.0839
H  -5.09  -0.33  -0.61  0.1074
H  -6.71  0.26  -0.16  0.0940
H  -6.36  -1.45  -0.05  0.0665
O  3.83  -6.84  0.19  0.0656
C  3.52  -6.01  1.04  -0.5087
O  2.27  -5.48  1.06  -0.0079
C  1.75  -4.66  2.11  -0.2290
C  2.13  -3.21  1.91  -0.0530
C  4.53  -5.50  2.02  0.0058
H  2.04  -5.04  3.09  0.0932
H  0.65  -4.75  2.06  0.1254
H  3.22  -3.07  1.94  0.0694
H  1.68  -2.58  2.69  0.0761
H  1.79  -2.86  0.93  0.0852
H  5.11  -4.70  1.55  0.0984
H  5.20  -6.32  2.29  0.0913
H  4.10  -5.14  2.96  0.0701
O  0.73  -4.96  5.19  0.0750
C  0.80  -3.91  5.81  -0.4980
O  1.96  -3.22  5.88  -0.0101
C  2.10  -1.90  6.41  -0.2234
C  2.28  -1.93  7.92  -0.0684
C  -0.38  -3.40  6.59  0.0107
H  1.27  -1.26  6.10  0.1133
H  3.00  -1.47  5.96  0.1286
H  1.41  -2.36  8.42  0.0658
H  2.44  -0.92  8.31  0.0792
H  3.14  -2.56  8.18  0.0847
H  -0.41  -3.90  7.56  0.0989
H  -1.29  -3.65  6.03  0.0964
H  -0.39  -2.32  6.72  0.0672
O  -3.98  -5.60  -9.05  0.0685
C  -3.29  -5.48  -8.03  -0.5086
O  -2.35  -4.52  -7.95  -0.0016
C  -1.63  -4.18  -6.75  -0.2231
C  -0.43  -5.09  -6.56  -0.0598
C  -3.44  -6.46  -6.90  -0.0005
H  -2.30  -4.17  -5.88  0.1186
H  -1.28  -3.15  -6.88  0.1109
H  -0.73  -6.14  -6.44  0.0667
H  0.14  -4.79  -5.67  0.0611
H  0.22  -5.05  -7.43  0.0900
H  -2.84  -7.35  -7.12  0.0960
H  -4.49  -6.75  -6.82  0.0906
H  -3.15  -6.06  -5.93  0.0688

Calculated values
HOMO-LUMO gap   0.248 Eh
Spin multiplicity   1
Net charge   -1

- Among the records above, which one has the lowest spin multiplicity?
  C43H68F6NO19